[1]
The following is a DFT calculation (ωB97M-V/def2-TZVPD) of a structure of composition H30O15 at a distorted geometry.

Summary:
Energy above the lowest of the compared OMol25 structures with the same formula, charge and spin ... 451.1 kcal/mol
LUMO ... -0.93 eV
Kohn-Sham gap ... 5.360 eV
Max |F| ... 0.27701 Eh/bohr
HOMO ... -6.288 eV

Each line ends with the Löwdin charge.
Geometry (Å):
O -2.12 -0.24 -2.52  0.053
O 3.69 2.46 0.16  -0.011
O 0.98 -2.04 2.34  -0.063
O -1.40 1.70 2.17  -0.123
O 0.32 0.18 -0.46  0.102
O -1.76 2.49 -1.98  -0.129
O -0.85 -1.78 -2.35  0.024
O -1.96 -2.10 0.29  -0.053
O 0.38 -2.20 -0.25  -0.084
O -0.46 -0.15 3.32  0.140
O -1.28 0.07 0.67  -0.066
O -1.13 -1.57 2.06  -0.198
O 0.33 2.46 -1.94  0.065
O 1.61 0.47 1.90  -0.059
O 1.77 -0.93 -2.59  0.034
H -0.76 2.33 -1.71  -0.177
H -1.29 -1.06 -2.49  -0.293
H 0.28 -0.34 2.73  0.062
H -2.23 0.58 -1.93  0.118
H 0.54 0.52 0.37  0.077
H -2.39 1.50 2.47  0.142
H -1.64 -0.79 0.71  -0.050
H -1.17 1.17 1.38  -0.094
H -0.52 0.00 0.04  -0.270
H 1.12 -0.48 -2.09  -0.020
H -1.85 -2.87 0.85  0.092
H -0.08 -1.59 -0.79  -0.036
H 1.79 -0.59 -3.40  -0.021
H -1.39 -2.19 -0.47  0.017
H -2.06 3.25 -1.47  0.050
H 4.46 2.43 0.67  0.015
H 3.28 1.73 0.58  -0.021
H 1.62 -1.78 1.59  0.078
H -0.79 -0.83 2.65  -0.277
H -1.56 0.05 -3.24  0.094
H 0.83 3.25 -1.54  0.193
H -0.18 -1.91 -2.99  0.047
H 0.92 -2.97 2.27  0.066
H 2.51 0.06 2.06  0.121
H 1.75 1.29 2.45  0.132
H -0.67 0.69 3.11  -0.051
H -0.52 -2.02 1.45  0.010
H 0.32 2.73 -2.89  0.158
H 1.34 -1.92 -0.08  0.103
H 0.22 0.92 -1.10  0.100

=====

[2]
The following is a DFT calculation (ωB97M-V/def2-TZVPD) of a cluster of 13 separate species, H30O16P in total at a distorted geometry.

Summary:
LUMO ... -10.47 eV
Total charge ... +3
Kohn-Sham gap ... 7.498 eV
Max |F| ... 0.03764 Eh/bohr
HOMO ... -17.963 eV

Each line ends with the Löwdin charge.
Geometry (Å):
P -0.01 0.05 -0.04  0.267
O 1.40 -2.73 -2.20  0.011
O 3.32 0.87 -0.53  -0.041
O 1.60 3.46 -0.77  0.253
O 0.91 0.73 -3.47  0.242
O 0.24 1.57 0.24  -0.321
O -1.55 -0.17 -0.30  -0.322
O 0.85 -0.36 -1.25  -0.315
O -3.43 -1.33 1.28  -0.050
O -2.82 1.98 -0.70  0.268
O -1.23 -2.92 2.32  -0.027
O 0.42 -0.82 1.18  -0.328
O -2.07 -2.11 -1.90  0.264
O -1.24 0.08 3.16  -0.036
O 2.33 0.39 2.49  0.286
O -0.75 2.86 2.33  -0.055
O 1.45 -3.00 0.15  0.214
H 1.68 4.20 -0.13  0.191
H -0.31 3.72 2.30  0.051
H -0.69 -2.38 1.73  -0.019
H -2.45 -1.67 -2.67  0.174
H 2.45 0.45 -0.60  -0.039
H 2.18 1.33 2.68  0.181
H 2.34 -3.19 0.49  0.179
H -2.80 -0.87 0.72  -0.050
H 0.97 1.70 -3.43  0.159
H -2.24 1.13 -0.47  0.089
H -0.46 2.35 1.54  -0.041
H 0.78 0.27 -2.48  0.071
H 3.93 0.28 -0.99  0.068
H -2.90 -1.95 1.81  0.015
H -0.83 -0.21 2.33  -0.045
H 1.05 2.65 -0.36  0.083
H -2.78 -2.68 -1.50  0.201
H -2.33 2.80 -0.51  0.164
H 1.25 -1.78 -2.03  0.017
H 1.05 -2.11 0.55  0.096
H 1.63 0.04 1.82  0.094
H 1.52 -3.05 -0.86  0.034
H 1.41 -2.88 -3.15  0.119
H -3.21 2.04 -1.59  0.178
H 2.34 -0.12 3.33  0.199
H 1.11 3.79 -1.54  0.166
H -1.38 1.03 3.09  0.021
H 0.19 0.51 -4.08  0.173
H -1.09 -2.58 3.21  0.072
H -1.84 -1.36 -1.20  0.089

=====

[3]
The following is a DFT calculation (ωB97M-V/def2-TZVPD) of a cluster of 15 separate species, H31O15 in total at a distorted geometry.

Summary:
Energy above the lowest of the compared OMol25 structures with the same formula, charge and spin ... 53.2 kcal/mol
LUMO ... -2.81 eV
Total charge ... +1
Kohn-Sham gap ... 10.761 eV
Max |F| ... 0.04332 Eh/bohr
HOMO ... -13.569 eV

Each line ends with the Löwdin charge.
Geometry (Å):
O 0.23 -4.41 2.66  -0.061
O -3.60 0.11 2.24  -0.037
O 1.08 -0.65 2.24  -0.076
O 0.87 1.38 -0.02  -0.054
O 0.03 -0.41 -3.16  0.104
O -2.19 -2.70 0.75  -0.045
O -0.45 4.87 0.46  -0.054
O -2.06 2.47 -0.42  -0.041
O 1.91 1.70 -2.92  -0.044
O 1.47 -3.44 0.26  -0.047
O 1.81 -0.76 -1.37  -0.036
O -0.61 2.08 -2.60  -0.069
O -1.05 -0.23 3.66  -0.036
O -2.06 -0.34 -1.81  0.046
O 4.40 -0.15 -1.44  -0.046
H -3.51 1.06 2.26  0.043
H 0.40 -0.68 2.96  0.011
H -0.22 2.95 -2.49  0.062
H -1.76 1.95 0.33  0.041
H -4.00 -0.28 3.02  0.061
H -1.47 -0.11 4.52  0.075
H -1.74 -0.10 3.00  0.010
H -2.88 2.94 -0.25  0.076
H 1.23 -2.55 -0.05  0.019
H -2.62 -0.28 -2.60  0.116
H 2.59 -1.13 -1.81  0.074
H 1.84 -1.04 2.68  0.047
H 1.31 2.47 -2.91  0.050
H 0.80 -0.66 -2.49  0.083
H -0.71 1.73 -1.70  0.006
H -2.80 -2.88 1.47  0.041
H 0.96 -3.97 3.11  0.028
H 0.55 -4.25 1.76  -0.008
H 4.78 -0.18 -0.55  0.071
H -2.13 -1.22 -1.43  0.085
H 1.97 -3.12 1.02  0.041
H 1.11 2.09 0.60  0.074
H -0.50 5.17 1.37  0.039
H 4.81 -1.02 -1.61  0.070
H -0.86 -0.49 -2.58  0.068
H 1.73 1.49 -3.85  0.073
H -1.32 -2.76 1.16  0.013
H 0.42 0.49 -3.31  0.085
H 0.98 0.72 0.70  0.026
H -0.89 4.01 0.44  -0.020
H 2.11 0.16 -1.32  0.032

=====

What is the formula in the first record?
H30O15

=====

What is the LUMO in the third record?
-2.81 eV

=====

Which formula does entry 1 have?
H30O15

=====

Which value of HOMO does entry 2 give?
-17.963 eV